Density functional theory data (ωB97M-V/def2-TZVPD) for a gas-phase ion, C6H6O (charge -1) in a non-equilibrium geometry.

- energy relative to the best compared isomer or geometry (same formula, charge and spin) (kcal/mol) = 19.0
- E_tot (Eh) = -307.37713
- Kohn-Sham gap (spin up / spin down) (eV) = 3.868 / 6.651
- HOMO energy (spin up / spin down) (eV) = 0.4 / -2.5
- total charge = -1
- maximum force (eV Å⁻¹) = 2.3
- LUMO level (spin up / spin down) (Ha) = 0.1575 / 0.1519
- spin multiplicity = 2

```
13
Properties=species:S:1:pos:R:3:forces:R:3:mulliken_charge:R:1
C 0.302 0.251 -0.927 -1.271 -1.518 1.263 0.062
H 1.710 -1.390 -0.750 0.252 0.317 0.165 0.215
H 0.600 1.995 -1.670 -0.551 0.482 0.046 0.255
H -1.743 0.994 -1.169 -0.041 -0.196 0.131 0.298
C -1.371 0.311 0.879 1.280 0.068 -1.221 0.034
O 1.078 1.175 -1.607 0.556 -0.235 -0.749 -0.505
C -0.472 -0.405 1.640 -1.328 0.059 1.067 -0.625
C -1.095 0.383 -0.529 -0.037 2.071 0.049 -1.112
H 0.735 -2.176 1.480 0.557 -0.053 -0.149 0.476
C 0.477 -1.240 0.998 0.098 0.759 -0.778 -0.501
C 0.914 -0.811 -0.258 0.768 -1.288 0.179 -0.290
H -0.560 -0.382 2.730 -0.127 -0.318 -0.161 0.291
H -2.186 0.895 1.300 -0.157 -0.148 0.158 0.401
```
Forces are in eV/Å.

=====

Density functional theory data (ωB97M-V/def2-TZVPD) for a molecular structure, C6H6O in a non-equilibrium geometry.

- energy relative to the best compared isomer or geometry (same formula, charge and spin) (kcal/mol) = 153.1
- E_tot (Eh) = -307.21947
- Kohn-Sham gap (spin up / spin down) (eV) = 7.917 / 7.795
- HOMO energy (spin up / spin down) (eV) = -8.0 / -8.0
- total charge = 0
- maximum force (eV Å⁻¹) = 4.7
- LUMO level (spin up / spin down) (Ha) = -0.0038 / -0.0065
- spin multiplicity = 1

```
13
Properties=species:S:1:pos:R:3:forces:R:3:mulliken_charge:R:1
H -0.498 -0.775 -1.319 0.224 -0.588 -0.902 0.289
O 1.683 -0.488 -0.118 -0.283 -1.137 -0.107 -0.323
H 2.083 1.621 -0.841 1.051 -0.175 -0.290 0.385
C -0.136 1.090 -0.326 -0.241 -3.027 0.768 -0.168
H -1.302 -0.856 1.589 -0.148 0.261 1.148 0.339
C -0.622 -1.124 0.827 1.890 -2.160 -2.901 -0.467
C 0.717 -0.475 0.869 0.859 4.484 1.015 0.430
H -0.507 -2.278 0.696 -0.733 2.070 -0.010 0.258
C 1.470 0.898 -0.363 -2.950 -0.156 2.036 -0.288
C -0.930 -0.274 -0.488 0.994 -0.389 0.469 -0.835
H -0.618 1.890 -0.775 -0.430 1.918 -0.696 0.507
C 0.626 1.009 0.926 1.115 -1.668 -0.491 -0.622
H -1.965 -0.238 -0.679 -1.347 0.567 -0.041 0.496
```
Forces are in eV/Å.

=====

Density functional theory data (ωB97M-V/def2-TZVPD) for C6H6O in the gas phase in a non-equilibrium geometry.

- energy relative to the best compared isomer or geometry (same formula, charge and spin) (kcal/mol) = 117.4
- E_tot (Eh) = -307.27642
- Kohn-Sham gap (spin up / spin down) (eV) = 5.444 / 9.083
- HOMO energy (spin up / spin down) (eV) = -6.4 / -8.6
- total charge = 0
- maximum force (eV Å⁻¹) = 3.1
- LUMO level (spin up / spin down) (Ha) = -0.0354 / 0.0166
- spin multiplicity = 1

```
13
Properties=species:S:1:pos:R:3:forces:R:3:mulliken_charge:R:1
C -0.788 -0.440 -1.609 -2.012 1.726 1.066 -0.312
C 0.897 -1.060 0.249 0.018 -1.054 -0.357 -0.581
H -2.614 0.169 -2.544 0.225 -0.107 -0.019 0.256
H -2.374 0.821 -0.871 0.328 -0.397 0.048 0.238
H 1.128 -2.093 0.025 -0.047 0.135 0.053 0.436
C 0.032 -0.233 -0.461 2.017 0.857 1.621 0.814
H 1.141 -0.758 2.399 0.078 -0.066 -0.027 0.238
C 0.126 0.993 0.255 -1.766 0.162 -2.572 -0.491
H -0.362 1.940 0.032 0.070 -0.273 -0.047 0.446
C -1.962 0.198 -1.672 0.037 -0.632 -1.294 -0.629
C 1.433 -0.347 1.427 0.168 0.340 0.302 -0.274
H 2.514 -0.166 1.431 0.049 -0.245 0.012 0.218
O 0.829 0.976 1.338 0.835 -0.445 1.213 -0.361
```
Forces are in eV/Å.

=====

Density functional theory data (ωB97M-V/def2-TZVPD) for C6H6O in the gas phase.

- energy relative to the best compared isomer or geometry (same formula, charge and spin) (kcal/mol) = 62.4
- E_tot (Eh) = -307.36395
- structure (SMILES) = C#CC1=CCOC1
- Kohn-Sham gap (eV) = 9.974
- HOMO energy (eV) = -9.0
- total charge = 0
- maximum force (eV Å⁻¹) = 0.4
- LUMO level (Ha) = 0.0358
- spin multiplicity = 1

```
13
Properties=species:S:1:pos:R:3:forces:R:3:mulliken_charge:R:1
C -0.122 0.185 1.213 -0.046 -0.017 -0.225 -0.535
O 1.871 0.126 0.008 0.092 -0.009 -0.010 -0.370
C 0.819 -0.211 -0.874 -0.144 -0.061 -0.235 -0.424
H 1.899 -0.026 2.059 -0.145 0.035 -0.087 0.262
C -2.641 -0.543 -1.400 0.320 0.042 0.294 -0.083
C -0.434 -0.182 -0.030 0.099 0.096 0.073 0.449
H 1.498 1.587 1.433 -0.011 -0.157 0.019 0.219
H 0.739 0.509 -1.703 0.087 -0.067 0.133 0.241
H -0.803 0.307 2.049 0.104 0.015 -0.192 0.420
H 0.997 -1.206 -1.305 -0.024 0.155 0.058 0.259
C 1.349 0.506 1.272 -0.083 0.051 0.254 -0.366
H -3.485 -0.641 -2.048 0.104 -0.028 0.188 0.397
C -1.686 -0.411 -0.675 -0.353 -0.056 -0.269 -0.468
```
Forces are in eV/Å.

=====

Density functional theory data (ωB97M-V/def2-TZVPD) for C6H6O in the gas phase in a non-equilibrium geometry.

- energy relative to the best compared isomer or geometry (same formula, charge and spin) (kcal/mol) = 148.4
- E_tot (Eh) = -307.22692
- Kohn-Sham gap (spin up / spin down) (eV) = 7.031 / 8.578
- HOMO energy (spin up / spin down) (eV) = -7.9 / -9.0
- total charge = 0
- maximum force (eV Å⁻¹) = 1.8
- LUMO level (spin up / spin down) (Ha) = -0.0335 / -0.0164
- spin multiplicity = 1

```
13
Properties=species:S:1:pos:R:3:forces:R:3:mulliken_charge:R:1
H -2.265 0.468 0.193 0.036 0.002 -0.149 0.259
C -0.431 1.506 0.467 -0.175 -0.490 -0.371 -0.431
C 0.048 -1.065 -0.046 0.790 -0.675 -0.171 -0.418
C 2.609 -0.752 0.199 -1.466 -0.011 -0.480 -0.465
H -0.801 2.352 1.037 0.074 -0.013 -0.094 0.390
O -0.787 -0.413 -0.951 0.218 -0.068 -0.102 -0.347
H -0.452 -1.283 0.905 0.115 0.045 -0.080 0.306
H 2.716 -1.642 -0.431 0.415 0.133 0.268 0.245
C -1.403 0.735 -0.440 -0.095 0.437 0.407 -0.422
C 1.400 -0.208 0.282 -0.157 -0.833 -0.319 0.414
H 0.386 -1.969 -0.546 -0.176 -0.075 0.114 0.340
C 0.739 0.955 0.628 0.338 1.598 0.849 -0.183
H -1.758 1.316 -1.295 0.084 -0.050 0.127 0.313
```
Forces are in eV/Å.

=====

Density functional theory data (ωB97M-V/def2-TZVPD) for C6H6O in the gas phase in a non-equilibrium geometry.

- energy relative to the best compared isomer or geometry (same formula, charge and spin) (kcal/mol) = 105.8
- E_tot (Eh) = -307.29484
- structure (SMILES) = C#CC[C@H](O)C#C
- Kohn-Sham gap (eV) = 10.632
- HOMO energy (eV) = -9.7
- total charge = 0
- maximum force (eV Å⁻¹) = 1.1
- LUMO level (Ha) = 0.0327
- spin multiplicity = 1

```
13
Properties=species:S:1:pos:R:3:forces:R:3:mulliken_charge:R:1
H -1.657 2.450 -1.730 0.220 0.286 0.013 0.441
C -1.132 1.631 -1.308 0.004 -0.252 0.134 -0.019
H 0.769 -2.129 0.657 -0.040 0.215 -0.091 0.348
H -0.338 -0.106 2.225 -0.036 -0.127 -0.020 0.376
H 1.972 1.938 -0.313 0.229 0.012 0.142 0.421
H -0.193 -1.303 -1.380 0.065 -0.115 0.301 0.300
C -0.535 -0.785 -0.475 -0.123 -0.191 0.013 -0.480
H -1.562 -1.097 -0.271 0.182 -0.447 0.165 0.286
C 0.404 -1.100 0.735 0.070 -0.016 -0.322 0.049
O -0.244 -1.038 1.986 -0.096 0.250 0.011 -0.556
C 1.729 0.999 0.123 0.611 -0.370 0.454 -0.039
C 1.461 -0.082 0.592 -0.100 0.595 -0.398 -0.569
C -0.675 0.622 -0.841 -0.987 0.160 -0.401 -0.557
```
Forces are in eV/Å.

=====

Density functional theory data (ωB97M-V/def2-TZVPD) for C6H6O in the gas phase in a non-equilibrium geometry.

- energy relative to the best compared isomer or geometry (same formula, charge and spin) (kcal/mol) = 99.3
- E_tot (Eh) = -307.30518
- structure (SMILES) = C#CC(=O)C(=C)C
- Kohn-Sham gap (eV) = 9.730
- HOMO energy (eV) = -9.7
- total charge = 0
- maximum force (eV Å⁻¹) = 4.5
- LUMO level (Ha) = 0.0002
- spin multiplicity = 1

```
13
Properties=species:S:1:pos:R:3:forces:R:3:mulliken_charge:R:1
C -0.945 -0.465 -0.980 1.859 1.166 0.440 -0.921
C 0.706 -0.002 1.157 -1.423 1.293 -3.588 0.457
C 0.269 -1.253 1.632 -0.506 -4.112 0.249 -0.307
H -1.251 -1.447 -0.738 0.243 -0.827 0.956 0.253
H -1.493 -0.083 -1.772 -0.994 0.732 -1.715 0.298
O 1.305 0.846 1.735 0.324 0.235 0.075 -0.496
H 0.386 1.733 -1.916 1.073 0.442 -3.152 0.424
C 0.338 1.736 -0.903 1.918 -0.072 3.658 -1.165
H -0.249 -3.467 1.580 -0.104 -0.527 0.297 0.393
C 0.023 -2.456 1.689 0.519 3.292 -0.322 -0.105
C 0.036 0.329 -0.527 -0.401 -1.162 4.380 0.617
H -0.422 2.461 -0.683 -0.664 0.113 0.623 0.289
H 1.296 2.069 -0.274 -1.844 -0.574 -1.900 0.263
```
Forces are in eV/Å.

=====

Density functional theory data (ωB97M-V/def2-TZVPD) for C6H6O in the gas phase in a non-equilibrium geometry.

- energy relative to the best compared isomer or geometry (same formula, charge and spin) (kcal/mol) = 107.0
- E_tot (Eh) = -307.29286
- structure (SMILES) = C#CC[C@H](O)C#C
- Kohn-Sham gap (eV) = 10.350
- HOMO energy (eV) = -9.4
- total charge = 0
- maximum force (eV Å⁻¹) = 1.3
- LUMO level (Ha) = 0.0353
- spin multiplicity = 1

```
13
Properties=species:S:1:pos:R:3:forces:R:3:mulliken_charge:R:1
C -1.211 0.607 0.045 0.286 0.120 -0.443 -0.628
C -0.563 -0.183 1.089 0.380 0.257 0.127 0.124
H 1.033 0.361 -2.752 0.026 0.037 -0.043 0.463
H 1.421 -1.055 1.317 -0.071 0.103 -0.031 0.270
H -1.286 -1.752 0.198 0.106 0.037 0.172 0.371
C 1.356 -0.038 -0.548 -0.388 0.062 -0.399 -0.360
C 1.094 0.217 -1.700 1.162 -0.495 0.158 -0.230
C -1.213 1.035 -1.087 -1.046 0.304 0.714 -0.051
H 1.490 0.716 1.393 -0.317 -0.204 -0.043 0.328
H -0.743 0.213 2.092 0.051 0.001 -0.115 0.289
O -1.060 -1.506 1.106 0.108 -0.111 -0.185 -0.551
C 1.038 -0.136 0.864 -0.255 -0.087 0.120 -0.484
H -1.380 1.523 -2.017 -0.042 -0.024 -0.032 0.458
```
Forces are in eV/Å.

=====

Density functional theory data (ωB97M-V/def2-TZVPD) for C6H6O in the gas phase in a non-equilibrium geometry.

- energy relative to the best compared isomer or geometry (same formula, charge and spin) (kcal/mol) = 112.1
- E_tot (Eh) = -307.28482
- structure (SMILES) = C#CC[C@H]1C=C1O
- Kohn-Sham gap (eV) = 10.159
- HOMO energy (eV) = -9.3
- total charge = 0
- maximum force (eV Å⁻¹) = 1.1
- LUMO level (Ha) = 0.0332
- spin multiplicity = 1

```
13
Properties=species:S:1:pos:R:3:forces:R:3:mulliken_charge:R:1
C -0.536 -0.863 -0.788 0.191 0.064 -0.216 -0.533
H 1.070 -2.009 0.162 0.121 0.332 -0.049 0.348
C 0.795 -0.957 0.005 0.161 0.020 -0.035 -0.351
C 1.913 0.194 0.233 -0.493 -0.870 -0.342 -0.326
H -1.247 -1.592 -0.360 0.383 0.176 -0.023 0.259
C 0.964 -0.006 1.082 0.058 0.011 -0.059 0.190
H -0.538 0.825 1.651 -0.163 -0.069 0.445 0.317
H -2.149 2.515 -0.708 0.076 -0.217 0.074 0.393
C -1.183 0.456 -0.734 -0.039 0.465 -0.051 -0.586
O 0.198 0.381 2.110 0.044 0.616 0.293 -0.522
H -0.410 -1.158 -1.832 0.013 0.072 -0.041 0.305
H 2.821 0.669 -0.136 -0.609 -0.169 0.062 0.362
C -1.698 1.546 -0.684 0.256 -0.429 -0.057 0.146
```
Forces are in eV/Å.

=====

Density functional theory data (ωB97M-V/def2-TZVPD) for C6H6O in the gas phase.

- energy relative to the best compared isomer or geometry (same formula, charge and spin) (kcal/mol) = 95.9
- E_tot (Eh) = -307.31062
- structure (SMILES) = C#CC(C#C)CO
- Kohn-Sham gap (eV) = 11.039
- HOMO energy (eV) = -10.1
- total charge = 0
- maximum force (eV Å⁻¹) = 0.6
- LUMO level (Ha) = 0.0341
- spin multiplicity = 1

```
13
Properties=species:S:1:pos:R:3:forces:R:3:mulliken_charge:R:1
C -1.486 -1.839 -0.619 0.180 0.437 -0.048 0.199
H 2.232 0.027 -0.285 -0.079 0.085 0.091 0.307
C -0.984 2.537 0.429 0.186 -0.416 -0.224 0.180
H 0.512 -1.735 1.051 0.210 -0.048 -0.155 0.304
H 1.343 0.470 1.190 -0.037 -0.089 -0.129 0.344
C -0.518 1.534 -0.048 -0.217 0.394 0.214 -0.919
H -1.415 3.424 0.840 0.107 -0.187 -0.086 0.421
C -0.869 -0.807 -0.663 -0.291 -0.523 0.072 -0.906
C 1.321 -0.154 0.288 0.215 0.305 -0.011 -0.625
C 0.085 0.306 -0.592 -0.022 -0.042 -0.005 0.556
H -2.004 -2.772 -0.587 -0.043 0.201 -0.062 0.399
O 1.344 -1.518 0.605 -0.131 -0.008 0.174 -0.515
H 0.440 0.528 -1.608 -0.078 -0.109 0.170 0.255
```
Forces are in eV/Å.